Record 1
{"formula": "C10H27NO6Rb", "method": "ωB97M-V with the def2-TZVPD basis set", "charge": 1, "e_above_lowest_ev": 0.125, "lumo_energy_ev": -2.703, "orbital_gap_ev": 9.66, "elements": ["Rb", "C", "O", "C", "C", "N", "C", "C", "O", "C", "H", "H", "H", "H", "H", "H", "H", "H", "H", "H", "H", "H", "H", "H", "H", "C", "C", "O", "O", "H", "H", "H", "H", "H", "H", "C", "C", "O", "O", "H", "H", "H", "H", "H", "H"], "xyz": [[0.817, -0.451, -1.227], [-0.095, 3.401, -0.593], [0.062, 2.237, 0.189], [-0.974, 2.118, 1.168], [-0.919, 0.740, 1.826], [-1.439, -0.287, 0.936], [-1.097, -1.633, 1.396], [-2.027, -2.642, 0.728], [-3.382, -2.476, 1.103], [-3.669, -2.761, 2.465], [-0.379, 4.254, 0.028], [-0.915, 3.256, -1.307], [0.813, 3.629, -1.142], [-1.925, 2.306, 0.656], [-0.835, 2.910, 1.910], [-1.413, 0.804, 2.802], [0.142, 0.597, 2.050], [-2.455, -0.255, 0.905], [-1.200, -1.792, 2.476], [-0.062, -1.856, 1.126], [-1.643, -3.663, 0.833], [-2.092, -2.446, -0.349], [-4.743, -2.685, 2.614], [-3.112, -2.129, 3.156], [-3.437, -3.813, 2.683], [3.041, 1.236, 1.631], [4.534, 1.272, 1.945], [4.948, 0.377, 2.966], [2.607, 0.039, 0.967], [2.855, 2.075, 0.960], [2.449, 1.365, 2.542], [4.724, 2.281, 2.322], [5.095, 1.157, 1.010], [4.667, -0.506, 2.692], [2.590, -0.669, 1.621], [0.111, -1.154, -4.930], [-0.145, 0.312, -4.583], [-1.006, 0.322, -3.450], [0.847, -1.743, -3.855], [0.639, -1.266, -5.883], [-0.857, -1.642, -5.071], [-0.629, 0.837, -5.410], [0.786, 0.842, -4.384], [-1.924, 0.187, -3.693], [0.647, -2.684, -3.829]]}

Record 2
{"formula": "C10H28B2BeCl10", "method": "ωB97M-V with the def2-TZVPD basis set", "charge": 0, "lumo_energy_ev": -3.550, "orbital_gap_ev": 6.88, "elements": ["Be", "B", "H", "H", "H", "H", "B", "H", "H", "H", "H", "Cl", "C", "C", "Cl", "H", "H", "H", "H", "Cl", "C", "C", "Cl", "H", "H", "H", "H", "Cl", "C", "C", "Cl", "H", "H", "H", "H", "Cl", "C", "C", "Cl", "H", "H", "H", "H", "Cl", "C", "C", "Cl", "H", "H", "H", "H"], "xyz": [[-1.113, 1.223, 1.904], [-0.326, -0.161, -0.012], [-0.901, -0.701, 0.725], [-0.171, -0.699, -0.934], [-0.821, 0.768, -0.252], [0.609, 0.165, 0.417], [-2.880, 0.014, 3.442], [-2.134, -0.501, 2.858], [-3.530, -0.692, 3.937], [-2.397, 0.684, 4.136], [-3.431, 0.620, 2.740], [4.663, 5.711, 0.844], [3.793, 4.182, 1.172], [2.418, 4.237, 0.545], [1.310, 2.839, 0.923], [3.880, 3.923, 2.227], [4.372, 3.427, 0.639], [2.439, 4.467, -0.521], [1.916, 5.127, 0.922], [-3.727, -0.951, -3.281], [-2.686, -2.170, -2.540], [-3.208, -2.694, -1.183], [-4.751, -3.540, -1.429], [-1.732, -1.645, -2.498], [-2.521, -2.919, -3.315], [-3.375, -1.807, -0.572], [-2.532, -3.421, -0.731], [4.229, 0.991, 1.944], [3.854, -0.587, 1.108], [3.718, -0.442, -0.432], [5.257, 0.173, -1.252], [2.933, -1.060, 1.446], [4.632, -1.294, 1.396], [2.948, 0.306, -0.620], [3.352, -1.382, -0.846], [-1.793, 3.476, -0.007], [-2.107, 2.893, -1.679], [-3.438, 2.281, -1.741], [-3.596, 0.963, -0.533], [-1.381, 2.115, -1.915], [-1.857, 3.636, -2.435], [-3.586, 1.844, -2.728], [-4.243, 3.014, -1.692], [0.687, -3.974, -2.153], [0.807, -3.489, -0.488], [1.208, -4.647, 0.448], [1.079, -4.077, 2.114], [-0.120, -2.961, -0.262], [1.569, -2.709, -0.470], [2.194, -5.093, 0.316], [0.492, -5.459, 0.322]]}

Record 3
{"formula": "C10H28BN3O7PS2", "method": "ωB97M-V with the def2-TZVPD basis set", "charge": 1, "lumo_energy_ev": -3.084, "orbital_gap_ev": 9.39, "elements": ["C", "C", "N", "C", "C", "N", "B", "C", "O", "C", "P", "O", "O", "S", "C", "N", "O", "H", "H", "H", "H", "H", "H", "H", "H", "H", "H", "H", "H", "H", "H", "H", "H", "H", "H", "H", "H", "O", "S", "O", "O", "C", "C", "C", "H", "H", "H", "H", "H", "H", "H", "H"], "xyz": [[2.896, 0.369, -0.873], [1.388, 0.534, -0.847], [1.012, 1.945, -0.984], [-0.250, 2.236, -1.543], [-1.340, 1.792, -0.553], [-2.715, 1.721, -1.189], [-3.829, 1.231, -0.168], [-3.676, 0.006, 0.752], [-4.906, 2.029, -0.104], [-2.707, 1.078, -2.560], [-2.483, -0.782, -2.560], [-1.631, -1.106, -1.258], [-1.394, -1.152, -3.654], [-4.218, -1.557, -2.707], [-1.686, 1.871, -3.378], [-1.723, 1.474, -4.754], [-0.410, 1.644, -2.842], [3.285, 0.371, -1.892], [3.175, -0.567, -0.397], [3.377, 1.193, -0.343], [1.014, 0.133, 0.099], [0.959, -0.057, -1.667], [1.745, 2.453, -1.465], [-0.325, 3.326, -1.657], [-1.125, 0.855, -0.060], [-1.410, 2.566, 0.211], [-2.949, 2.698, -1.383], [-4.243, 0.206, 1.664], [-4.151, -0.852, 0.270], [-2.665, -0.277, 1.025], [-5.166, 2.551, -0.876], [-3.697, 1.225, -2.992], [-0.721, -1.393, -1.439], [-1.685, -1.040, -4.573], [-1.926, 2.949, -3.268], [-1.413, 2.204, -5.381], [-2.636, 1.150, -5.047], [1.964, -0.569, 4.076], [3.107, -1.145, 3.433], [2.964, -1.643, 2.095], [3.724, -2.261, 4.360], [2.835, -3.290, 4.877], [2.483, -4.332, 3.839], [4.464, -0.029, 3.490], [1.950, -2.806, 5.291], [3.397, -3.726, 5.699], [1.870, -3.914, 3.043], [1.927, -5.137, 4.319], [3.385, -4.747, 3.391], [4.579, 0.329, 4.509], [4.222, 0.791, 2.818], [5.356, -0.549, 3.151]]}

Record 4
{"formula": "C10H28BrN2O2", "method": "ωB97M-V with the def2-TZVPD basis set", "charge": 1, "e_above_lowest_ev": 3.023, "lumo_energy_ev": -1.874, "orbital_gap_ev": 6.16, "elements": ["C", "N", "C", "C", "C", "C", "O", "H", "H", "H", "H", "H", "H", "H", "H", "H", "H", "H", "H", "H", "H", "C", "N", "C", "C", "C", "C", "O", "H", "H", "H", "H", "H", "H", "H", "H", "H", "H", "H", "H", "H", "H", "Br"], "xyz": [[37.383, -8.041, 3.576], [37.632, -9.250, 2.631], [38.520, -8.843, 1.535], [38.382, -10.267, 3.544], [36.289, -9.838, 2.120], [35.076, -9.821, 3.113], [35.272, -10.584, 4.252], [36.511, -7.468, 3.260], [38.273, -7.413, 3.610], [37.125, -8.316, 4.599], [38.149, -7.969, 1.001], [38.625, -9.754, 0.946], [39.502, -8.532, 1.892], [39.088, -9.712, 4.162], [38.811, -11.079, 2.957], [37.681, -10.682, 4.268], [36.418, -10.789, 1.603], [36.084, -9.172, 1.282], [34.214, -10.138, 2.526], [34.974, -8.818, 3.527], [35.482, -11.473, 3.958], [48.514, -8.467, 2.853], [49.323, -7.235, 3.309], [49.904, -6.510, 1.969], [48.422, -6.209, 3.961], [50.559, -7.697, 4.145], [50.274, -8.090, 5.571], [50.346, -6.944, 6.418], [47.581, -8.056, 2.466], [48.304, -8.981, 3.790], [49.084, -8.956, 2.063], [49.121, -6.235, 1.262], [50.372, -7.342, 1.443], [50.573, -5.674, 2.175], [48.052, -6.737, 4.839], [47.604, -5.859, 3.331], [49.085, -5.451, 4.378], [51.309, -6.906, 4.139], [51.005, -8.499, 3.556], [50.995, -8.826, 5.929], [49.345, -8.638, 5.728], [51.285, -6.792, 6.548], [43.488, -8.253, 4.130]]}

Record 5
{"formula": "C10H28IrN4OS", "method": "ωB97M-V with the def2-TZVPD basis set", "charge": 4, "e_above_lowest_ev": 0.435, "lumo_energy_ev": [-15.047, -16.762], "spin_multiplicity": 2, "orbital_gap_ev": [8.95, 7.57], "elements": ["Ir", "N", "C", "C", "N", "C", "C", "N", "C", "C", "N", "H", "H", "H", "H", "H", "H", "H", "H", "H", "H", "H", "H", "H", "H", "H", "H", "H", "H", "C", "C", "S", "O", "C", "C", "H", "H", "H", "H", "H", "H", "H", "H", "H", "H"], "xyz": [[0.507, -0.690, -0.212], [1.991, -2.066, -0.119], [2.271, -2.610, -1.488], [0.913, -2.951, -2.062], [-0.097, -1.847, -1.721], [-1.391, -2.485, -1.275], [-1.198, -3.040, 0.125], [-0.757, -1.889, 0.987], [-0.292, -0.904, -2.877], [0.982, -0.115, -3.090], [1.326, 0.517, -1.765], [1.724, -2.827, 0.510], [2.849, -1.679, 0.286], [2.803, -1.843, -2.039], [2.934, -3.476, -1.434], [0.935, -3.099, -3.142], [0.546, -3.878, -1.629], [-2.171, -1.721, -1.312], [-1.676, -3.270, -1.981], [-2.110, -3.502, 0.504], [-0.426, -3.806, 0.163], [-1.585, -1.325, 1.194], [-0.433, -2.204, 1.903], [-0.562, -1.468, -3.775], [-1.143, -0.264, -2.632], [1.806, -0.743, -3.410], [0.852, 0.637, -3.868], [2.308, 0.792, -1.715], [0.818, 1.403, -1.714], [-0.459, 2.089, 4.667], [-1.150, 2.339, 3.335], [0.012, 2.458, 1.902], [-0.173, 1.375, 0.874], [-0.021, 4.113, 1.168], [-1.396, 4.438, 0.575], [-1.254, 2.092, 5.415], [0.240, 2.882, 4.928], [0.032, 1.119, 4.707], [-1.630, 3.324, 3.284], [-1.844, 1.559, 3.017], [0.801, 4.129, 0.449], [0.258, 4.750, 2.017], [-1.673, 3.762, -0.231], [-1.284, 5.442, 0.156], [-2.184, 4.483, 1.325]]}

Record 6
{"formula": "C10H28MgO6S4", "method": "ωB97M-V with the def2-TZVPD basis set", "charge": 0, "e_above_lowest_ev": 3.208, "lumo_energy_ev": 0.148, "orbital_gap_ev": 5.86, "elements": ["Mg", "O", "C", "C", "O", "H", "H", "H", "H", "C", "S", "O", "C", "H", "H", "H", "H", "H", "H", "C", "S", "O", "C", "H", "H", "H", "H", "H", "H", "C", "S", "O", "C", "H", "H", "H", "H", "H", "H", "C", "S", "O", "C", "H", "H", "H", "H", "H", "H"], "xyz": [[-14.050, -13.600, -28.451], [-14.665, -11.916, -27.623], [-14.402, -10.958, -28.605], [-14.359, -11.528, -30.133], [-13.868, -12.871, -30.367], [-13.535, -10.364, -28.317], [-15.201, -10.220, -28.669], [-13.839, -10.754, -30.698], [-15.354, -11.381, -30.555], [-14.508, -17.756, -28.254], [-13.037, -16.918, -28.888], [-13.412, -15.398, -28.902], [-12.177, -17.234, -27.335], [-15.267, -17.536, -29.005], [-14.892, -17.332, -27.326], [-14.374, -18.838, -28.216], [-11.195, -16.761, -27.349], [-12.168, -18.291, -27.070], [-12.710, -16.788, -26.495], [-10.484, -11.855, -29.508], [-10.656, -13.245, -28.299], [-12.175, -13.370, -28.156], [-10.110, -14.660, -29.433], [-11.062, -12.241, -30.347], [-9.453, -11.778, -29.855], [-10.864, -10.859, -29.282], [-9.187, -14.249, -29.842], [-10.778, -14.864, -30.271], [-9.931, -15.617, -28.944], [-17.139, -13.756, -30.780], [-16.959, -14.868, -29.296], [-15.611, -14.482, -28.741], [-18.230, -14.014, -28.206], [-18.028, -14.036, -31.345], [-16.352, -13.919, -31.517], [-17.206, -12.706, -30.496], [-18.026, -14.189, -27.150], [-19.193, -14.274, -28.645], [-18.076, -12.938, -28.294], [-15.984, -15.433, -25.162], [-14.256, -14.837, -25.268], [-14.051, -14.472, -26.721], [-14.496, -13.213, -24.357], [-16.658, -14.807, -25.747], [-16.286, -15.382, -24.116], [-16.116, -16.442, -25.553], [-14.976, -13.448, -23.408], [-15.201, -12.641, -24.961], [-13.628, -12.662, -23.995]]}

Record 7
{"formula": "C10H28MnO12S2", "method": "ωB97M-V with the def2-TZVPD basis set", "charge": -2, "e_above_lowest_ev": 0.000, "lumo_energy_ev": [3.984, 3.982], "spin_multiplicity": 6, "orbital_gap_ev": [5.13, 5.13], "elements": ["Mn", "S", "O", "O", "O", "O", "S", "O", "O", "O", "O", "C", "O", "H", "H", "H", "H", "C", "C", "C", "O", "H", "H", "H", "H", "H", "H", "H", "H", "C", "C", "C", "O", "H", "H", "H", "H", "H", "H", "H", "H", "C", "C", "C", "O", "H", "H", "H", "H", "H", "H", "H", "H"], "xyz": [[21.388, 0.834, -27.243], [18.842, 1.544, -29.468], [19.308, 1.230, -30.828], [18.257, 2.891, -29.345], [17.873, 0.464, -29.121], [19.998, 1.438, -28.504], [23.910, 0.061, -29.218], [22.997, -0.873, -29.925], [24.516, 0.827, -30.321], [23.107, 0.912, -28.249], [24.903, -0.634, -28.363], [22.064, -2.345, -27.576], [21.140, -1.257, -27.716], [22.961, -2.007, -27.062], [21.577, -3.183, -27.065], [22.396, -2.603, -28.582], [20.656, -1.428, -28.533], [18.308, -0.236, -24.027], [18.784, -0.604, -25.424], [17.713, -1.073, -26.392], [19.531, 0.489, -26.013], [17.745, 0.702, -24.039], [19.163, 0.007, -23.393], [17.692, -1.076, -23.707], [19.556, -1.376, -25.350], [16.844, -0.440, -26.543], [17.404, -2.088, -26.106], [18.258, -1.273, -27.315], [18.843, 1.092, -26.329], [22.590, -1.266, -23.770], [22.513, 0.232, -24.036], [23.668, 1.000, -23.386], [22.635, 0.300, -25.475], [22.625, -1.459, -22.689], [23.490, -1.706, -24.200], [21.704, -1.798, -24.116], [21.603, 0.659, -23.617], [23.405, 2.014, -23.080], [24.546, 0.926, -24.026], [23.920, 0.602, -22.395], [23.559, 0.055, -25.616], [23.515, 4.160, -27.691], [22.931, 3.545, -26.417], [22.649, 4.630, -25.368], [21.673, 2.954, -26.758], [23.146, 3.618, -28.564], [24.604, 4.091, -27.679], [23.254, 5.200, -27.917], [23.669, 2.822, -26.080], [21.998, 5.424, -25.738], [23.622, 5.023, -25.066], [22.108, 4.215, -24.513], [21.059, 3.672, -26.944]]}

Record 8
{"formula": "C10H28N4O11PSi2", "method": "ωB97M-V with the def2-TZVPD basis set", "charge": -1, "lumo_energy_ev": 1.837, "orbital_gap_ev": 4.31, "elements": ["N", "C", "N", "N", "C", "C", "C", "C", "Si", "C", "O", "C", "O", "C", "C", "O", "O", "Si", "O", "O", "N", "O", "P", "O", "O", "O", "H", "H", "H", "H", "H", "H", "H", "H", "H", "H", "H", "H", "H", "H", "H", "H", "H", "H", "H", "H", "H", "H", "H", "H", "H", "C", "O", "H", "H", "H"], "xyz": [[5.344, -1.431, 1.825], [5.265, -1.089, 0.574], [6.393, -1.310, -0.336], [4.058, -0.458, 0.147], [3.413, -1.222, -0.945], [2.038, -0.626, -1.450], [1.601, 0.740, -0.781], [0.610, 0.422, 0.431], [-1.176, 1.051, 0.138], [-1.604, 0.898, -1.743], [-0.941, -0.212, -2.365], [-1.698, -1.394, -2.252], [-0.945, -2.473, -2.837], [-1.567, -3.686, -2.401], [-1.030, -4.199, -0.999], [0.077, -3.433, -0.496], [-1.419, 2.693, 0.524], [-1.053, 3.096, 2.146], [-0.724, 1.659, 3.063], [-2.545, 3.730, 2.831], [-2.883, 3.010, 3.938], [-4.052, 2.878, 4.035], [-2.636, -0.321, 1.166], [-3.333, 0.315, 2.349], [-3.861, -0.704, 0.036], [-1.938, -1.785, 1.646], [6.259, -1.865, 1.991], [7.219, -0.907, 0.109], [6.544, -2.312, -0.466], [3.399, -0.364, 0.917], [4.083, -1.391, -1.832], [3.204, -2.261, -0.538], [2.020, -0.504, -2.568], [1.248, -1.399, -1.235], [2.442, 1.381, -0.425], [1.084, 1.332, -1.590], [1.084, 0.881, 1.346], [0.544, -0.682, 0.663], [-1.179, 1.834, -2.213], [-2.712, 0.946, -1.910], [-1.840, -1.667, -1.174], [-2.656, -1.314, -2.836], [-2.662, -3.442, -2.275], [-1.466, -4.507, -3.151], [-0.811, -5.306, -0.992], [-1.871, -4.066, -0.255], [-0.143, -3.171, 0.409], [-0.025, 4.113, 2.314], [0.228, 1.661, 3.244], [-4.588, -1.154, 0.493], [-2.570, -2.516, 1.587], [-2.411, 6.097, 0.427], [-1.115, 5.756, 0.349], [-3.142, 5.274, 0.617], [-2.697, 6.826, 1.225], [-2.861, 6.579, -0.476]]}

Record 9
{"formula": "C10H29BF3N2O7SV", "method": "ωB97M-V with the def2-TZVPD basis set", "charge": -1, "e_above_lowest_ev": 4.197, "lumo_energy_ev": [2.514, 2.515], "spin_multiplicity": 2, "orbital_gap_ev": [7.66, 7.70], "elements": ["O", "V", "B", "H", "H", "H", "H", "C", "F", "F", "F", "S", "O", "O", "O", "C", "O", "H", "H", "H", "C", "C", "C", "O", "C", "N", "H", "H", "H", "H", "H", "H", "H", "H", "H", "H", "H", "C", "C", "C", "O", "C", "N", "H", "H", "H", "H", "H", "H", "H", "H", "H", "H", "H"], "xyz": [[0.541, -0.976, 0.052], [0.304, -0.571, -1.478], [2.027, -1.947, -2.243], [1.095, -2.406, -1.949], [2.759, -2.685, -2.532], [1.835, -1.140, -2.933], [2.464, -1.482, -1.374], [-3.883, -2.855, -1.904], [-3.953, -2.075, -3.037], [-4.375, -2.220, -0.788], [-4.497, -3.946, -2.198], [-2.021, -3.221, -1.584], [-1.800, -3.706, -0.238], [-1.642, -4.270, -2.556], [-1.254, -2.007, -1.771], [1.250, 2.506, -1.338], [1.579, 1.210, -1.601], [2.179, 3.074, -1.396], [0.582, 2.920, -2.093], [0.683, 2.767, -0.445], [1.789, 1.208, 2.249], [2.643, 0.933, 3.445], [1.942, 0.934, 4.748], [2.719, 0.339, 5.894], [2.145, 0.345, 7.214], [3.385, -0.282, 3.217], [1.469, 2.228, 2.036], [0.942, 0.538, 2.100], [2.447, 1.058, 1.393], [3.404, 1.713, 3.415], [1.137, 0.202, 4.811], [1.807, 1.958, 5.093], [1.898, -0.674, 7.511], [1.200, 0.888, 7.240], [2.759, 0.798, 7.993], [4.119, -0.316, 3.911], [2.865, -1.064, 3.588], [-2.530, 0.953, -4.631], [-1.576, 0.948, -3.384], [-2.274, 0.874, -1.993], [-1.408, 0.570, -0.959], [-1.983, 0.721, 0.294], [-0.564, -0.141, -3.556], [-3.222, 0.111, -4.672], [-1.881, 1.015, -5.504], [-2.940, 1.958, -4.538], [-1.039, 1.884, -3.540], [-3.043, 0.102, -2.006], [-2.752, 1.824, -1.752], [-1.592, 1.715, 0.510], [-1.602, 0.128, 1.126], [-3.058, 0.541, 0.297], [-0.038, 0.031, -4.401], [-1.038, -1.013, -3.746]]}